[1]
The following is a quantum chemistry calculation of a structure of composition C2H5NO3S at a distorted geometry, from OMol25.

Each line ends with the natural charge from an NBO analysis.
Atoms and positions in Å:
H  -0.49  1.06  -1.15  0.20
H  -1.33  -0.20  1.36  0.38
H  -0.37  -1.30  -1.21  0.23
O  0.60  1.18  0.58  -0.72
O  2.20  -0.64  0.99  -0.93
O  1.87  0.09  -1.29  -0.93
S  1.32  -0.06  0.02  2.35
C  -0.79  1.12  -0.12  0.06
H  -0.15  -2.04  0.52  0.25
N  -1.28  -0.17  0.36  -0.60
C  -0.22  -1.10  -0.06  -0.51
H  -1.36  2.05  0.00  0.23

Values from the calculation:
E_LUMO = 0.0253 Ha
Energy relative to the best compared isomer or geometry (same formula, charge and spin) = 2.2712 eV
HOMO energy = -10.330 eV
Molecular weight = 123.13 g mol⁻¹

---

[2]
The following is a quantum chemistry calculation of a structure of composition C2H6B2F8ORbS, from OMol25.

Each line ends with the natural charge from an NBO analysis.
Atoms and positions in Å:
F  -1.60  -1.25  3.86  -0.59
O  0.35  -1.45  -0.33  -1.01
F  0.02  -1.85  5.40  -0.56
H  0.41  -2.38  -3.76  0.22
C  0.85  -2.30  -2.77  -0.83
F  -1.09  3.04  1.19  -0.60
F  -0.64  3.08  -1.07  -0.58
F  1.04  2.71  0.48  -0.59
Rb  -0.45  0.37  1.59  0.97
H  -0.94  -0.10  -3.34  0.22
B  -0.22  -1.15  4.22  1.33
F  0.11  0.21  4.38  -0.58
H  1.14  -3.28  -2.39  0.24
S  -0.35  -1.62  -1.63  1.26
F  0.52  -1.69  3.15  -0.59
C  -0.42  0.00  -2.39  -0.83
H  -0.98  0.67  -1.74  0.27
H  1.73  -1.66  -2.76  0.23
H  0.59  0.38  -2.53  0.24
B  -0.14  3.45  0.20  1.34
F  0.09  4.81  0.25  -0.56

Values from the calculation:
E_LUMO = 0.0724 Ha
Energy relative to the best compared isomer or geometry (same formula, charge and spin) = 0.0000 eV
HOMO energy = -7.430 eV
Molecular weight = 337.21 g mol⁻¹
Net charge = -1

---

[3]
The following is a quantum chemistry calculation of a cluster of 2 separate species, C22H27FO5 in total, from OMol25.

Each line ends with the natural charge from an NBO analysis.
Atoms and positions in Å:
H  -1.34  3.62  -0.45  0.20
C  -7.41  0.21  -1.22  -0.19
H  1.90  -1.95  -0.52  0.19
C  1.28  1.89  -1.56  -0.39
H  2.29  2.26  -1.76  0.20
C  -5.09  2.58  0.57  -0.23
F  7.30  -3.71  2.60  -0.32
H  -2.78  3.49  1.12  0.21
H  -6.28  -2.93  -1.82  0.22
H  7.57  -4.66  0.87  0.15
O  6.59  -1.70  -1.30  -0.55
H  -1.26  2.15  -1.38  0.20
C  1.36  0.40  -1.22  -0.40
C  -6.35  0.65  -0.43  -0.05
H  1.06  2.61  0.48  0.20
H  -8.18  -1.44  -2.35  0.22
C  3.62  -1.57  0.71  -0.60
C  -6.28  -1.92  -1.43  -0.20
C  -6.38  2.02  0.14  0.50
C  -0.91  2.62  -0.46  -0.40
H  3.93  -2.60  0.56  0.21
C  0.62  2.77  -0.50  -0.40
C  7.16  -2.22  -0.41  0.97
O  -3.41  -0.41  1.28  -0.51
C  -7.37  -1.09  -1.73  -0.19
C  -5.26  -0.17  -0.13  -0.15
H  0.72  2.03  -2.48  0.20
C  -5.23  -1.47  -0.63  -0.15
H  0.85  3.80  -0.76  0.20
H  -5.04  3.65  0.69  0.22
H  9.72  -3.47  0.91  0.21
C  -2.74  2.43  1.34  -0.42
H  -1.56  0.78  0.51  0.22
H  -8.23  0.88  -1.43  0.24
H  0.91  0.29  0.89  0.20
H  8.98  -2.08  1.73  0.20
H  3.78  -1.36  1.76  0.20
C  2.14  -1.40  0.39  -0.39
H  2.59  0.69  0.53  0.19
H  4.26  -0.92  0.12  0.21
H  -0.69  1.89  1.52  0.20
H  -2.71  2.35  2.43  0.23
C  1.74  0.08  0.21  -0.40
C  7.57  -3.65  1.27  0.45
H  -4.40  -2.12  -0.42  0.23
C  -4.02  1.82  0.85  -0.03
O  8.51  -2.27  -0.28  -0.48
H  2.12  -0.04  -1.86  0.20
C  8.82  -2.86  0.99  -0.13
H  1.56  -1.83  1.20  0.20
C  -4.16  0.35  0.72  0.53
O  6.57  -2.89  0.63  -0.49
O  -7.40  2.66  0.24  -0.51
H  0.42  -0.10  -1.48  0.19
C  -1.45  1.83  0.75  -0.40

Values from the calculation:
E_LUMO = -0.0339 Ha
HOMO energy = -9.748 eV
Molecular weight = 390.45 g mol⁻¹
SMILES = CCCCCCCCCC1=CC(=O)c2ccccc2C1=O.O=C1OC[C@@H](F)O1

---

[4]
The following is a quantum chemistry calculation of a structure of composition C24H37P2SbTc at a distorted geometry, from OMol25.

Each line ends with the natural charge from an NBO analysis.
Atoms and positions in Å:
H  2.61  1.77  -1.92  0.26
C  -5.87  1.17  2.76  -0.21
C  -3.61  1.42  1.87  -0.33
C  -2.38  5.71  3.16  -0.21
H  2.00  -2.61  -1.16  0.25
H  -0.15  -4.08  0.65  0.27
H  -1.32  1.41  -2.94  0.25
C  0.45  3.52  -0.40  -0.95
H  -0.01  -2.03  3.03  0.25
C  0.04  5.31  3.73  -0.14
H  1.49  1.04  -3.10  0.26
H  -2.79  -2.69  5.02  0.24
H  -6.01  1.87  -0.56  0.24
H  -0.38  3.67  0.30  0.23
C  -1.47  0.18  3.81  -0.26
H  -2.05  2.34  -1.63  0.23
H  -2.89  -1.24  3.01  0.24
H  1.25  -3.21  2.61  0.26
C  -0.58  0.44  4.84  -0.29
C  -0.53  -0.41  5.96  -0.18
H  -3.39  -0.94  -1.23  0.00
C  -4.46  1.16  2.94  -0.19
Sb  -1.28  1.28  1.97  1.05
H  -1.48  -2.95  0.81  0.24
H  1.68  -1.53  2.93  0.25
C  -0.09  3.98  3.25  -0.33
H  3.03  -1.95  0.13  0.25
C  0.92  -2.18  2.47  -0.95
P  0.71  -1.70  0.70  1.10
H  -0.04  0.21  -1.16  -0.02
C  -2.47  4.38  2.69  -0.24
C  -2.15  -1.81  4.99  -0.19
H  -4.07  0.97  3.95  0.22
H  0.45  4.31  -1.16  0.27
Tc  0.99  0.53  0.67  -0.04
H  -1.02  7.14  4.03  0.25
C  2.15  -2.56  -0.08  -0.94
H  -0.99  3.13  -2.83  0.26
H  0.80  3.31  3.30  0.24
H  -3.10  -1.62  -0.99  0.00
H  1.62  2.83  -3.02  0.27
H  1.01  5.66  4.14  0.26
H  -3.54  1.90  -0.20  0.18
H  -3.26  6.40  3.12  0.27
H  2.30  -3.58  0.30  0.26
C  -4.20  1.69  0.64  -0.19
H  -1.28  -2.22  6.95  0.25
C  -1.33  3.56  2.75  0.04
H  0.12  -0.17  6.80  0.24
H  -6.53  0.96  3.61  0.24
H  0.03  1.36  4.82  0.21
C  -1.12  6.13  3.67  -0.05
C  -1.13  2.22  -2.23  -0.92
P  0.35  1.82  -1.17  1.10
H  -0.72  -3.19  -0.74  0.25
C  -2.20  -0.99  3.84  -0.30
C  1.66  1.90  -2.44  -0.94
H  -3.45  4.04  2.29  0.27
H  -7.53  1.42  1.36  0.25
C  -0.50  -3.09  0.33  -0.91
C  -6.44  1.44  1.52  -0.17
C  -5.60  1.70  0.43  -0.22
H  2.48  0.53  0.76  -0.11
C  -1.34  -1.54  6.09  -0.17
H  1.39  3.59  0.17  0.24

Values from the calculation:
E_LUMO (alpha / beta) = -0.2576 / -0.3844 Ha
HOMO energy (alpha / beta) = -13.779 / -13.762 eV
Molecular weight = 607.27 g mol⁻¹
Multiplicity = 4
Net charge = +2

---

[5]
The following is a quantum chemistry calculation of a structure of composition C3H12BClI2NO6Si2, from OMol25.

Each line ends with the natural charge from an NBO analysis.
Atoms and positions in Å:
H  -3.08  -1.12  3.12  0.21
O  2.83  3.26  -1.13  -0.91
I  -3.03  0.98  -0.82  0.11
B  0.75  -2.44  -0.03  0.72
H  1.80  1.51  -2.77  -0.18
H  -1.22  0.11  0.96  0.25
Si  -0.62  -1.28  -1.02  1.38
Si  0.98  1.15  -1.61  1.19
C  -2.66  -1.41  1.01  -0.32
H  2.77  -2.00  0.27  0.39
Cl  3.44  4.46  -0.59  2.55
O  4.29  4.09  0.53  -0.88
H  -1.44  -2.18  -1.85  -0.20
H  -3.19  0.36  2.16  0.22
H  -4.48  -0.84  2.11  0.23
C  -1.79  -0.44  0.21  -0.83
N  1.86  -1.82  0.70  -1.17
C  -3.40  -0.70  2.16  -0.65
H  1.93  -2.23  1.63  0.38
H  1.80  0.84  -0.43  -0.18
O  0.13  -0.25  -2.05  -1.24
H  -2.02  -2.19  1.42  0.22
I  -4.10  -2.45  -0.22  0.06
O  4.24  5.08  -1.62  -0.87
O  2.41  5.36  -0.14  -0.88
H  -0.02  2.19  -1.34  -0.19
O  0.59  -3.80  -0.07  -0.95
H  1.23  -4.27  -0.61  0.50

Values from the calculation:
E_LUMO = 0.0678 Ha
HOMO energy = -5.901 eV
Molecular weight = 514.38 g mol⁻¹
Net charge = -1

---

[6]
The following is a quantum chemistry calculation of an isolated molecule of C22H29N5 at a distorted geometry, from OMol25.

Each line ends with the natural charge from an NBO analysis.
Atoms and positions in Å:
H  -2.66  -2.09  -0.10  0.20
N  -4.06  1.07  -0.60  -0.46
H  -1.16  2.33  1.78  0.25
C  -0.82  -4.25  -0.40  -0.39
H  -4.70  2.81  0.36  0.20
H  -5.94  1.57  0.13  0.20
H  -5.43  -0.44  -0.99  0.20
H  6.85  1.92  -1.29  0.21
N  -1.83  0.45  1.19  -0.59
N  1.63  -1.54  0.06  -0.50
H  7.77  -0.33  -0.87  0.21
H  1.24  -3.81  -0.97  0.23
C  0.56  -3.66  -0.12  -0.44
H  -3.07  2.28  -2.05  0.18
H  -4.91  0.44  -2.45  0.17
C  -4.58  0.04  -1.47  -0.41
C  4.60  -0.84  0.18  -0.23
C  2.05  1.90  0.69  0.20
C  2.65  3.25  0.89  -0.65
N  0.50  0.44  0.72  -0.19
H  1.01  -4.17  0.74  0.22
H  -0.75  -5.34  -0.48  0.21
C  6.74  -0.12  -0.64  -0.23
C  4.07  0.44  -0.03  0.04
H  -5.42  2.58  -1.24  0.17
H  2.75  3.78  -0.06  0.22
H  3.96  -1.61  0.58  0.23
H  -2.72  -4.37  0.63  0.21
C  -0.70  -0.20  0.82  0.44
C  1.65  -0.25  0.34  0.35
H  -1.31  -4.16  1.68  0.20
C  5.92  -1.11  -0.12  -0.21
C  2.68  0.70  0.30  -0.17
H  3.63  3.17  1.34  0.23
H  -2.92  2.06  1.80  0.20
H  -1.08  2.69  -0.53  0.23
C  -1.98  -2.35  0.73  -0.43
H  2.00  3.84  1.53  0.23
H  -2.48  -2.06  1.66  0.21
C  4.90  1.42  -0.57  -0.24
C  -2.09  2.54  -0.15  -0.43
H  -2.20  0.85  -1.47  0.20
H  6.31  -2.10  0.05  0.21
N  0.76  1.74  0.93  -0.35
H  -2.55  3.51  -0.04  0.20
C  0.50  -2.19  0.18  0.27
C  -5.08  2.07  -0.33  -0.42
C  -1.76  -3.86  0.73  -0.39
H  -1.20  -3.86  -1.35  0.20
C  6.22  1.14  -0.87  -0.21
H  4.50  2.40  -0.79  0.21
C  -2.85  1.67  -1.16  -0.22
C  -0.70  -1.58  0.58  -0.16
H  -3.81  -0.71  -1.65  0.20
C  -2.00  1.89  1.24  -0.23
H  -2.68  -0.01  0.93  0.42

Values from the calculation:
E_LUMO = 0.0250 Ha
Energy relative to the best compared isomer or geometry (same formula, charge and spin) = 0.0000 eV
HOMO energy = -7.093 eV
Molecular weight = 363.51 g mol⁻¹
SMILES = Cc1nn2c(NCCCN(C)C)c3c(nc2c1-c1ccccc1)CCCC3

---

| no. | E_tot (eV) |
| --- | --- |
| 1 | -20621.2631 |
| 2 | -38818.9797 |
| 3 | -36206.8117 |
| 4 | -52778.8676 |
| 5 | -62233.9069 |
| 6 | -30735.7512 |